Computed, not measured: a structure of composition C21H47CoOP3Se, with ωB97M-V/def2-TZVPD.

Summary:
- 2S+1 = 5
- Kohn-Sham gap (spin up / spin down) (eV) = 7.58 / 3.03
- E_LUMO (spin up / spin down) (eV) = -8.8 / -13.4
- highest occupied orbital energy (spin up / spin down) (eV) = -16.401 / -16.401
- charge = +3

```
74
Properties=species:S:1:pos:R:3:forces:R:3:lowdin_charge:R:1
Co 0.3781 0.3819 -1.1239 -1.378 0.402 1.251 -0.171
P 2.3854 0.5080 -0.5394 4.436 0.062 1.414 0.735
P 0.0570 2.4495 -1.4638 -0.693 3.352 -0.822 0.691
P 0.3140 -0.5313 -2.9798 -0.551 -1.746 -3.635 0.712
H -3.0062 -5.8716 2.2151 0.161 -0.148 -0.074 0.122
C -2.3104 -6.4047 1.5652 -2.998 -0.138 -0.171 0.136
C -0.9868 -6.3827 1.7952 2.774 -0.066 0.392 0.141
H -0.5594 -5.9881 2.7278 -0.274 -0.171 -0.327 0.129
C 2.6543 1.0344 1.1983 -0.318 -0.144 0.148 -0.204
C 3.5686 1.6762 -1.3545 -0.351 0.034 -0.385 -0.206
C 3.3678 -1.0350 -0.6586 -0.086 -0.163 0.080 -0.223
C -1.6791 2.9492 -1.7222 -0.085 -0.066 0.102 -0.243
C 0.5518 3.5365 -0.0798 0.007 0.001 0.041 -0.202
C 0.8800 3.1584 -2.9387 0.052 -0.021 0.110 -0.201
C 0.2844 -2.3493 -2.9410 0.129 -0.089 0.101 -0.207
C 1.6802 -0.1090 -4.1272 0.111 0.014 0.279 -0.196
C -1.1704 -0.1277 -3.9650 -0.039 -0.024 0.108 -0.208
H -2.7675 -7.0014 0.7666 0.316 0.149 0.233 0.123
H -0.2764 -6.7798 1.0607 -0.234 0.062 0.262 0.125
H 1.9956 0.4832 1.8768 0.178 0.025 0.009 0.041
H 2.4328 2.0997 1.3404 0.102 -0.303 -0.130 0.044
H 3.7028 0.8357 1.4491 -0.201 0.089 0.001 0.076
H 3.3630 2.7173 -1.0662 0.045 -0.363 -0.131 0.050
H 3.5187 1.5822 -2.4479 0.124 0.077 0.291 0.043
H 4.5914 1.4262 -1.0321 -0.409 -0.014 -0.006 0.079
H 2.8805 -1.8412 -0.0975 0.133 0.103 -0.102 0.053
H 4.3716 -0.8602 -0.2412 -0.347 -0.068 -0.117 0.071
H 3.4799 -1.3514 -1.7043 -0.058 0.089 0.244 0.047
H -1.6991 4.0289 -1.9202 -0.090 -0.271 -0.005 0.076
H -2.2668 2.7247 -0.8208 0.153 0.282 -0.378 0.015
H -2.1162 2.4025 -2.5637 0.020 0.156 0.107 0.048
H 0.0320 4.4957 -0.2064 0.199 -0.178 0.069 0.079
H 1.6335 3.7089 -0.0898 -0.234 0.025 0.014 0.049
H 0.2701 3.0993 0.8887 -0.003 0.090 -0.161 0.033
H 0.5961 4.2125 -3.0240 0.072 -0.124 0.013 0.079
H 0.5551 2.6384 -3.8453 -0.031 0.157 0.156 0.041
H 1.9688 3.0856 -2.8591 -0.261 0.075 -0.056 0.035
H 0.2507 -2.7337 -3.9673 0.017 0.004 0.207 0.075
H -0.6014 -2.6875 -2.3897 0.133 0.063 -0.130 0.038
H 1.1787 -2.7296 -2.4329 -0.158 0.019 -0.151 0.053
H 1.5247 -0.6390 -5.0744 0.008 0.070 0.192 0.079
H 2.6451 -0.4096 -3.7040 -0.151 0.014 -0.142 0.045
H 1.7076 0.9675 -4.3256 -0.010 -0.275 0.020 0.038
H -1.1122 -0.6583 -4.9232 -0.075 0.114 0.161 0.075
H -1.2529 0.9492 -4.1594 0.049 -0.276 0.042 0.045
H -2.0585 -0.4642 -3.4160 0.103 0.100 -0.175 0.055
C -1.9920 -1.3804 0.1879 0.299 -0.285 0.381 -0.521
C -1.1714 -2.4023 0.6644 0.076 0.279 0.020 -0.104
C -1.5288 -3.7122 0.3635 0.217 0.121 0.502 -0.079
C -2.6940 -4.0116 -0.3380 -0.224 -0.588 0.119 -0.050
C -3.5440 -2.9791 -0.7332 -0.192 0.123 -0.105 -0.023
C -3.1988 -1.6580 -0.4683 0.275 -0.137 0.031 -0.078
Se -1.5129 0.4683 0.4623 0.486 -0.898 0.218 1.075
H 0.0620 0.1447 0.5188 -1.132 -0.102 1.006 -0.072
H -0.2637 -2.1886 1.2506 -0.527 -0.105 -0.333 0.120
H -0.9038 -4.5074 0.7716 0.219 0.112 -0.534 0.073
H -2.9497 -5.0676 -0.5268 0.073 0.736 -0.165 0.116
H -4.4770 -3.2068 -1.2438 0.172 0.068 0.096 0.135
H -3.8326 -0.8233 -0.7493 -0.126 -0.232 -0.138 0.122
C -1.3309 0.6075 4.8829 0.006 -0.067 0.156 -0.062
C -0.2802 0.6121 3.7872 0.157 0.471 0.054 -0.303
O -0.1254 1.8754 3.1198 -0.229 -0.574 -0.239 -0.262
C 0.4195 2.9380 3.9109 -0.025 0.184 0.184 -0.265
C -0.5653 4.0874 4.0760 -0.108 -0.101 0.184 -0.060
H -0.9677 1.0958 5.7909 -0.110 0.031 -0.121 0.086
H -1.5595 -0.4305 5.1507 0.008 0.162 0.009 0.084
H -2.2559 1.0954 4.5613 0.143 -0.071 -0.014 0.089
H 0.6980 0.3111 4.2058 -0.268 -0.101 -0.214 0.126
H -0.5902 -0.0879 2.9968 0.267 0.075 0.207 0.049
H 0.7118 2.5488 4.9037 0.072 0.208 -0.451 0.129
H 1.3124 3.3036 3.3766 -0.086 -0.161 0.295 0.110
H -1.4034 3.8129 4.7302 0.172 0.007 -0.241 0.083
H -0.9689 4.4376 3.1154 0.164 -0.154 0.203 0.075
H -0.0446 4.9206 4.5529 -0.065 0.018 -0.058 0.089
```
Forces are in eV/Å.



Computed, not measured: a cluster of 2 separate species, C3H6N2O in total, with ωB97M-V/def2-TZVPD.

Summary:
- Kohn-Sham gap (spin up / spin down) (eV) = 7.12 / 8.23
- energy relative to the best compared isomer or geometry (same formula, charge and spin) (kcal/mol) = 120.9
- E_LUMO (spin up / spin down) (eV) = -1.4 / -1.1
- highest occupied orbital energy (spin up / spin down) (eV) = -8.482 / -9.312

```
12
Properties=species:S:1:pos:R:3:forces:R:3:lowdin_charge:R:1
N -1.3883 -0.5626 0.4101 -0.326 0.061 0.058 -0.017
C -0.9004 0.0165 -0.8254 0.066 0.045 -0.170 -0.304
C 0.2585 0.6521 -0.1741 0.172 0.327 -0.339 -0.064
O 0.7928 -0.5097 1.4933 0.023 -0.389 0.136 -0.104
C 1.5990 0.4782 -0.6634 0.723 -0.099 -0.404 -0.210
N 2.6437 0.3557 -1.1501 -0.954 0.115 0.441 0.170
H -0.2212 -0.7907 1.2435 0.309 0.045 0.049 0.017
H -2.0755 0.0666 0.8254 0.009 -0.104 -0.037 0.057
H -0.6169 -0.7408 -1.5640 -0.012 0.114 0.139 0.123
H -1.5641 0.7479 -1.3018 0.082 -0.100 0.082 0.124
H 0.0846 1.5323 0.4326 0.012 -0.149 -0.066 0.135
H 1.3878 -1.2456 1.2739 -0.103 0.135 0.111 0.071
```
Forces are in eV/Å.